Formula: C22H53NO13S6Zr
Source: OMol25
Level of theory: ωB97M-V/def2-TZVPD

Structure (XYZ):
```
96
C22H53NO13S6Zr ωB97M-V/def2-TZVPD
Zr -3.15 1.77 1.03
S -0.31 1.55 0.84
O 0.49 1.08 -0.26
O -1.43 0.59 1.20
O 0.43 2.05 1.97
O -1.33 2.62 0.36
C 5.28 -1.09 -0.92
C 4.83 -2.38 -1.64
C 3.53 -2.88 -1.01
C 2.31 -2.17 -1.58
C 2.29 -2.41 -3.06
C 3.51 -1.81 -3.77
N 4.72 -2.21 -3.07
O 5.88 -1.75 -3.69
C 3.55 -2.36 -5.19
C 3.37 -0.26 -3.83
C 5.88 -3.44 -1.32
H 4.61 -0.24 -1.07
H 6.26 -0.78 -1.31
H 5.40 -1.26 0.15
H 3.42 -3.95 -1.22
H 3.62 -2.79 0.07
H 2.37 -1.10 -1.34
H 1.32 -2.43 -1.16
H 1.43 -1.92 -3.55
H 2.11 -3.46 -3.30
H 3.83 -3.42 -5.17
H 2.60 -2.27 -5.71
H 4.32 -1.86 -5.79
H 2.33 0.01 -4.02
H 3.69 0.27 -2.94
H 3.99 0.09 -4.65
H 5.58 -4.41 -1.73
H 6.06 -3.56 -0.25
H 6.83 -3.23 -1.80
H 5.97 -0.81 -3.47
C -3.95 -1.21 -2.22
S -2.56 -0.11 -2.06
O -2.93 0.91 -0.99
C -1.36 -1.26 -1.41
H -4.87 -0.66 -2.41
H -4.08 -1.76 -1.29
H -3.76 -1.93 -3.02
H -1.82 -1.95 -0.70
H -0.57 -0.66 -0.97
H -1.01 -1.82 -2.28
C -4.66 3.26 -2.84
S -3.73 4.16 -1.60
O -3.69 3.25 -0.38
C -2.10 3.96 -2.31
H -5.71 3.36 -2.59
H -4.36 2.22 -2.80
H -4.45 3.74 -3.80
H -2.11 4.27 -3.35
H -1.85 2.92 -2.16
H -1.41 4.52 -1.68
C -2.53 6.33 1.81
S -2.37 4.90 2.85
O -2.93 3.80 1.99
C -0.59 4.81 2.75
H -2.02 6.10 0.88
H -2.15 7.23 2.29
H -3.59 6.50 1.60
H -0.20 5.76 3.12
H -0.35 4.72 1.69
H -0.16 3.99 3.32
C -3.14 -2.75 2.15
S -4.26 -1.40 2.43
O -3.70 -0.23 1.63
C -5.70 -2.01 1.51
H -2.13 -2.34 2.13
H -3.31 -3.17 1.16
H -3.26 -3.50 2.93
H -6.37 -1.15 1.48
H -6.07 -2.83 2.14
H -5.37 -2.35 0.53
C -0.63 0.26 4.28
S -1.96 1.43 4.58
O -2.64 1.58 3.23
C -2.94 0.39 5.62
H -1.06 -0.51 3.64
H -0.32 -0.12 5.25
H 0.17 0.75 3.73
H -2.22 0.14 6.41
H -3.13 -0.58 5.16
H -3.81 0.90 6.01
C 2.94 -0.41 2.07
C 1.68 -1.21 1.84
O 1.50 -1.94 3.05
C 2.70 -1.97 3.69
O 2.87 -2.47 4.75
O 3.64 -1.33 2.95
H 2.78 0.54 2.57
H 3.54 -0.36 1.17
H 1.72 -1.87 0.97
H 0.77 -0.63 1.67
```

Values from the calculation:
Charge ... +2
Largest force on an atom ... 4.27 eV/A
Total energy ... -4338.630500 Ha
HOMO energy ... -0.4107 Eh
Orbital gap ... 5.2929 eV

Atomic partial charges in e from the Mulliken method, atoms 1 to 5: 1.72 0.30 -0.65 0.11 -0.63